DFT (the ωB97M-V functional and the def2-TZVPD basis) results for a 18-piece molecular cluster, C51H145N25O25 overall at a distorted geometry.

Output
* HOMO: -8.5 eV
* calculated total energy: -143667.7267 eV
* M: 1508.87 g/mol

Structure (ORCA input):
```
! RIJCOSX wB97M-V def2-TZVPD def2/J DEFGRID3
* xyz 0 1
H -9.50 -6.52 -24.55
H -0.30 -17.15 -4.74
N -17.64 -20.49 -10.22
N -10.42 -9.53 -20.66
O -7.23 -25.19 -0.43
O -16.92 -4.17 -12.75
H 4.12 -28.30 -20.82
H -23.10 -18.92 -2.18
H -14.99 -8.48 -7.85
H -0.44 -16.40 -6.27
H 1.67 -15.19 -4.78
H -10.96 -17.08 -8.44
C 2.93 -20.30 -3.57
H -5.30 -31.50 -11.94
H -11.40 -9.78 -18.12
C -11.64 -18.89 -7.59
H -16.66 -3.15 -14.47
H -17.08 -4.81 -14.68
C -10.18 -20.89 -7.76
O -0.32 -28.25 -8.40
H -12.75 -18.28 -17.17
N -14.52 -27.79 -10.85
H -11.96 -17.64 -11.67
H -9.08 -23.90 -20.04
H -5.71 -13.52 -12.24
H -11.61 -18.66 -6.52
H -10.00 -19.22 -8.87
H 0.56 -26.30 -20.79
H -26.45 -25.46 -6.04
H -13.24 -19.61 -16.17
H 2.82 -20.92 -4.46
H 2.83 -15.43 -6.19
H -24.31 -16.83 -11.51
H -0.35 -24.24 -20.72
H -11.15 -8.48 -23.16
H -10.28 -8.66 -20.17
H -10.67 -28.09 -6.75
H -17.31 -2.24 -11.98
C -9.65 -9.51 -21.93
H -9.78 -25.01 -21.13
H -0.25 -25.62 -6.91
H -12.11 -28.20 -7.23
H -12.70 -26.39 -12.82
H -20.62 -19.56 -2.07
H 2.89 -28.91 -21.91
H -23.79 -18.76 -13.13
O -16.52 -22.47 -9.64
H -15.58 -4.95 -8.79
H -14.91 -20.33 -15.96
H -18.78 -23.08 -9.33
H -12.47 -19.59 -7.72
N 0.13 -26.51 -7.20
C -13.80 -27.77 -11.95
N -9.63 -24.74 -20.17
H -19.32 -14.77 -15.61
H -8.61 -9.34 -21.67
H -18.65 -13.35 -14.75
H -19.54 -21.63 -10.08
C -17.07 -3.61 -10.42
C -9.93 -25.43 -19.07
C -1.03 -24.99 -21.12
H -20.10 -12.64 -12.73
H -13.64 -17.85 -18.68
N -5.79 -14.24 -11.54
C -19.56 -13.89 -15.01
H 0.32 -25.35 -23.46
H -11.26 -16.49 -10.58
H -8.37 -30.42 -11.43
H 2.68 -26.44 -23.49
C -17.53 -21.71 -9.80
C 3.47 -28.03 -21.66
C -26.24 -23.12 -4.86
O -12.18 -18.25 -9.76
C -8.07 -24.52 0.11
O -20.30 -14.41 -13.90
H -23.85 -17.41 -9.88
C -0.73 -27.28 -7.83
C 1.83 -15.58 -5.78
C 0.06 -17.24 -5.77
H -18.46 -20.01 -9.90
H -20.24 -13.25 -15.57
H 0.06 -18.65 -7.42
H -7.11 -16.42 -4.47
N -6.14 -16.18 -10.82
C -22.56 -15.81 -10.56
H -13.62 -25.84 -11.46
H -14.72 -8.79 -9.58
H -8.63 -23.36 1.60
H -12.97 -16.49 -10.68
H -21.81 -16.12 -9.84
H -15.06 -26.99 -10.53
C -17.55 -3.29 -11.82
N -13.47 -26.53 -12.19
C -23.18 -19.46 -3.12
H -8.12 -18.82 -15.44
H -14.29 -7.21 -8.79
H 1.45 -19.68 -5.79
H -10.77 -27.08 -18.59
H -2.69 -27.67 -8.05
C -10.49 -10.37 -18.19
H -24.96 -25.69 -6.71
H -8.58 -7.56 -25.78
H -10.44 -8.45 -16.03
C -0.08 -19.90 -4.38
O -16.28 -7.61 -9.14
H -16.50 -6.72 -7.19
H -18.34 -3.74 -14.36
H 3.57 -20.94 -2.96
C -25.63 -24.87 -6.44
H 1.26 -18.29 -3.60
H -4.69 -31.01 -10.42
H -5.00 -13.34 -3.65
N -17.33 -4.91 -9.92
H -10.38 -26.94 -20.31
H -5.76 -13.96 -10.57
H -2.57 -25.85 -17.37
C -12.11 -17.16 -10.70
H -10.34 -7.53 -25.55
H -24.10 -21.76 -4.69
H -14.89 -28.70 -10.63
O -9.75 -24.97 -17.97
H -12.70 -17.12 -8.07
H -9.89 -7.45 -22.38
O -11.54 -27.70 -6.65
H -20.12 -14.59 -11.22
C -10.02 -10.65 -19.71
C -20.79 -13.47 -12.91
H -8.70 -8.53 -15.94
H -26.51 -21.86 -3.16
H 0.10 -18.93 -2.51
H 4.19 -27.94 -22.48
N -10.31 -26.61 -19.36
N -21.97 -15.36 -11.84
H -5.34 -14.55 -2.51
H -10.26 -21.13 -6.70
C 0.89 -25.52 -22.54
H -17.91 -6.98 -8.12
C -14.55 -19.02 -17.44
N -7.88 -23.95 1.28
N -7.46 -30.74 -11.73
H -9.81 -9.95 -15.54
N -2.04 -27.01 -7.65
N -6.37 -15.96 -3.97
N -24.71 -21.28 -4.04
O 1.46 -16.96 -5.99
H -10.56 -11.48 -20.16
H -10.00 -23.84 -0.02
N -5.48 -31.07 -11.04
O -13.45 -28.75 -12.58
H -21.02 -21.15 -2.72
H -21.72 -13.00 -13.23
H -24.00 -19.66 -11.58
C -20.87 -20.10 -2.98
H 1.20 -14.91 -6.37
C -25.66 -22.35 -3.64
N -9.22 -24.30 -0.46
H -16.96 -4.47 -7.89
H -8.95 -10.84 -19.65
H -23.68 -18.72 -3.74
H -1.61 -24.62 -21.97
H -24.74 -20.32 -2.11
C -15.00 -8.03 -8.85
C -23.32 -19.05 -12.19
O -15.61 -18.96 -18.01
N -13.56 -18.29 -17.77
H -10.93 -21.43 -8.34
H -21.55 -16.12 -12.37
H -8.68 -20.12 -15.97
H -2.67 -24.84 -19.78
O -6.93 -29.90 -9.73
H -25.05 -22.97 -2.98
H -6.07 -16.19 -3.03
H -21.43 -13.55 -10.81
C -11.87 -17.68 -8.48
C -10.10 -8.39 -22.91
H -1.25 -26.91 -17.06
H -1.29 -18.77 -6.40
H -8.02 -20.93 -7.56
H -9.75 -10.48 -22.42
O -8.94 -19.29 -15.59
H -10.74 -11.28 -17.65
H -8.92 -22.54 -10.61
C -1.92 -26.58 -17.86
C -9.59 -9.11 -16.20
O -22.68 -18.07 -11.42
N -5.56 -14.15 -3.41
C -23.48 -17.05 -10.84
O 1.81 -20.02 -2.72
C -6.30 -14.71 -4.31
C -1.99 -25.64 -20.09
N 0.45 -19.83 -5.75
H -19.96 -20.02 -3.58
C 1.96 -26.65 -22.70
O -8.26 -21.00 -9.51
H -1.11 -19.55 -4.28
H -7.17 -31.15 -12.61
O -1.16 -26.13 -19.00
H -17.62 -2.91 -9.79
H -22.59 -19.82 -12.43
C -17.31 -3.93 -14.08
H -6.55 -15.71 -10.03
C -8.76 -21.41 -8.20
C -0.20 -18.67 -6.37
C -5.84 -15.50 -11.85
H -8.75 -22.50 -8.13
C -6.65 -30.51 -10.74
N -18.75 -22.15 -9.73
C -16.88 -6.65 -8.21
H -18.63 -3.42 -11.85
H -16.00 -3.41 -10.42
H -0.07 -20.94 -4.08
O -21.95 -19.73 -3.80
H -6.08 -17.19 -10.76
H -23.13 -15.01 -10.08
C -24.03 -20.74 -2.81
C -21.08 -14.22 -11.59
H 1.39 -27.49 -23.09
N -0.05 -26.05 -21.55
H -2.48 -27.45 -18.22
H -23.53 -21.55 -2.29
H 1.49 -24.65 -22.29
H -9.39 -24.78 -1.33
C -9.38 -7.49 -25.04
N -10.27 -19.47 -7.93
H -6.95 -24.02 1.69
N -14.20 -19.79 -16.43
H -17.09 -5.53 -10.67
O 2.68 -26.86 -21.52
C -16.64 -5.16 -8.67
C 0.78 -19.22 -3.31
H -27.15 -23.60 -4.52
H -8.45 -21.10 -11.55
H -2.29 -26.17 -7.14
H -10.03 -21.14 -10.69
H -16.73 -20.09 -10.42
O -6.74 -14.23 -5.32
H -2.51 -26.49 -20.54
H 1.12 -26.66 -7.27
O -25.19 -23.96 -5.44
O -9.19 -8.47 -23.98
C -8.99 -21.46 -10.68
H 3.43 -19.37 -3.86
O -9.44 -9.59 -17.57
H -26.50 -22.48 -5.71
O -5.72 -16.04 -12.92
H -25.89 -24.28 -7.32
*
```

Löwdin atomic charge list, values in e, 99 entries: 0.0764 0.1032 0.1542 -0.0839 0.0401 -0.1774 0.0867 0.1073 0.0801 0.1090 0.0830 0.1196 -0.1022 0.0999 0.1065 -0.1781 0.0857 0.0835 -0.2324 0.0294 0.1118 0.1437 0.0866 0.1097 0.1221 0.1088 0.0907 0.0892 0.0797 0.1025 0.0772 0.0875 0.1176 0.1135 0.1231 0.0893 0.0303 0.1220 -0.2032 0.1014 0.1002 0.0251 0.1193 0.0841 0.0868 0.0897 -0.0194 0.1067 0.1222 0.1204 0.1123 0.1523 -0.7859 0.1428 0.0866 0.1135 0.0814 0.1147 -0.2582 -0.8071 -0.1727 0.1116 0.1297 0.1649 -0.0946 0.1150 0.0793 0.1228 0.1142 -0.7514 -0.1163 -0.1806 -0.1791 -0.8107 -0.2109 0.1129 -0.7786 -0.1030 -0.1945 0.1197 0.0819 0.1118 0.1237 0.1565 -0.1926 0.1110 0.0909 0.1018 0.0841 0.1077 0.1111 -0.2181 0.1525 -0.2021 0.0305 0.0813 0.0864 0.1293 0.1158

---

DFT (the ωB97M-V functional and the def2-TZVPD basis) results for C51H30N8OOsS3Te as an isolated structure at a distorted geometry.

Output
* expectation value of S²: 6.132
* HOMO (spin up / spin down): -6.2 / -6.9 eV
* relative energy (zero: lowest compared OMol25 entry of this formula, charge and spin): 7.347 eV
* calculated total energy: -109603.8634 eV
* M: 1184.89 g/mol

Structure (ORCA input):
```
! RIJCOSX wB97M-V def2-TZVPD def2/J DEFGRID3
* xyz 0 5
C -0.09 0.10 3.59
C 2.39 1.34 -3.59
H -2.66 -2.21 -3.52
N -0.36 0.69 0.80
C 0.53 -2.94 -2.56
H -0.42 4.87 -0.78
S -3.14 0.72 -2.64
C -2.59 5.08 1.31
C 1.02 -3.50 -3.73
C 0.06 -0.09 5.01
H 0.49 5.81 -3.01
C 1.17 -2.66 -1.29
C -1.40 4.97 1.88
C -0.80 -2.47 -2.47
C 3.11 -2.29 2.39
H 3.77 -2.08 -4.70
C -0.71 0.32 6.09
C 0.03 4.83 -2.92
C -3.18 0.67 0.18
C -0.92 -1.89 -1.16
H -2.82 4.41 -0.68
C 1.75 -1.14 3.87
H -5.08 4.08 0.20
N 2.38 -3.05 -0.95
H -6.05 -0.69 -0.85
C 2.46 1.02 -4.93
H 0.97 -1.35 8.51
Os 1.13 -0.58 0.92
C -2.92 4.00 0.33
H 2.04 -3.85 -3.77
N -1.13 0.70 3.04
C 4.96 -4.44 0.15
H -0.94 0.13 8.20
C -2.52 1.59 1.29
C 3.37 -1.12 -4.39
C 1.56 -1.34 6.46
H 2.43 -1.95 6.60
H 6.62 -5.73 0.53
C -0.36 -0.15 7.34
C 4.17 -3.24 2.11
C 4.07 -3.56 0.74
C -4.70 0.86 -0.02
N 0.28 -2.00 -0.50
H 0.53 -3.98 -5.75
H -4.92 2.54 -1.51
C 1.21 -0.89 5.19
S -0.51 3.52 1.51
C -1.58 2.20 -0.77
H -0.93 5.65 2.56
S -0.86 2.49 -3.45
N -1.90 -1.23 -0.63
C -5.18 -0.10 -1.06
C -1.64 -2.57 -3.56
H 3.02 -0.45 -6.39
C -2.68 -0.71 0.13
C 2.93 -2.83 0.23
C 5.12 -3.84 2.91
C -1.93 2.85 0.55
H 0.16 4.08 -4.98
C 2.95 -0.21 -5.34
C 0.17 -3.57 -4.82
N 0.94 -0.51 2.96
H 5.18 -3.61 3.96
C -3.51 2.02 2.30
C 0.75 -0.98 7.52
C 5.92 -5.02 0.95
C -0.46 4.33 -1.70
C -4.58 -0.19 -2.24
O -0.61 1.14 -0.53
C -1.14 -3.11 -4.73
H -3.25 5.91 1.45
C -4.31 3.35 0.43
C 3.29 -0.82 -3.04
H 6.73 -5.24 2.93
H -1.77 -3.18 -5.60
C -0.99 3.07 -1.83
H -5.23 3.25 2.46
H -1.55 0.97 5.94
C -4.44 2.86 1.85
C 5.99 -4.74 2.32
H 4.88 -4.66 -0.91
H 2.04 2.31 -3.28
C -2.96 1.57 -1.05
N 2.46 -2.01 1.21
N 2.79 -1.90 3.60
C -1.26 0.91 1.74
C -4.33 2.23 -0.64
C -0.12 3.96 -3.95
C 2.80 0.42 -2.63
H 3.62 -1.54 -2.31
H -3.45 1.63 3.30
H 2.12 1.74 -5.67
H -5.34 0.87 0.86
Te 2.80 1.01 -0.57
H -4.90 -0.85 -3.03
*
```

Löwdin atomic charges, in units of e: -0.2629 -0.1847 0.0900 -0.1826 -0.0958 0.0903 0.9919 -0.1164 -0.0145 -0.0975 0.1048 -0.2976 -0.3633 -0.0778 -0.2606 0.1003 -0.0051 -0.1616 -0.2542 -0.2652 0.1578 -0.2595 0.1505 0.1813 0.1092 -0.0963 0.1031 1.2423 -0.2331 0.1119 0.1954 -0.0047 0.1017 -0.2145 -0.1009 -0.0069 0.1130 0.1019 -0.0757 -0.0965 -0.0933 -0.1714 0.0172 0.1024 0.1515 -0.0933 1.0708 -0.3978 0.0698 1.0292 0.1831 -0.1068 -0.0182 0.0989 0.0965 -0.2877 -0.0078 -0.4159 0.0663 -0.0921 -0.0736 -0.0262 0.1128 0.0159 -0.0743 -0.0742 -0.1121 -0.3791 -0.1304 -0.0716 0.1133 -0.1737 -0.1638 0.1020 0.1023 -0.4234 0.1176 0.1126 -0.0259 -0.0755 0.1139 0.0631 -0.4347 -0.1060 0.2133 -0.3860 -0.1186 -0.3918 -0.6026 0.0743 0.1175 0.0980 0.1475 0.8528 0.0681

---

DFT (the ωB97M-V functional and the def2-TZVPD basis) results for C51H32Cl2N4O2Ta as an isolated structure.

Output
* HOMO: -9.9 eV
* relative energy (zero: lowest compared OMol25 entry of this formula, charge and spin): 0.113 eV
* calculated total energy: -90059.2109 eV
* M: 984.70 g/mol

Structure (ORCA input):
```
! RIJCOSX wB97M-V def2-TZVPD def2/J DEFGRID3
* xyz 1 1
C 1.83 4.34 -3.09
H -1.23 -7.36 -2.99
H 0.43 2.36 -5.45
C 2.45 -1.20 -0.74
C -7.72 -0.67 1.83
C -0.89 -5.33 -2.40
H -2.25 2.18 4.50
H -4.84 -2.41 -0.62
C 0.56 1.89 -3.36
N 1.32 0.64 1.31
H -4.93 -2.54 2.25
H -1.07 -5.52 -1.35
C -0.32 -3.80 -4.16
Cl -2.04 1.62 -0.92
H 1.52 3.16 7.32
N -1.39 0.53 1.73
C -0.98 -6.36 -3.32
C -0.41 -4.83 -5.09
H -7.36 -2.60 2.70
Ta -0.30 0.26 -0.17
C 0.16 1.91 3.06
H -0.74 4.45 3.11
C 5.56 -0.73 0.63
C -2.74 0.26 1.87
C 0.51 4.73 6.25
C 2.59 2.06 2.61
H -3.14 -3.75 -2.20
H -7.78 1.27 0.91
H -8.79 -0.69 2.03
C -2.24 1.59 3.60
C -1.61 -2.43 -1.26
H -0.23 -4.64 -6.14
H 2.08 -3.85 -2.66
H 0.60 5.44 7.06
C 1.03 3.45 6.40
O 0.84 1.54 -1.03
C 0.92 2.53 5.36
C -3.77 -2.28 -0.71
C -2.92 -2.95 -1.51
H 4.09 -2.35 -1.71
C -0.46 -2.92 -1.84
H 1.32 1.53 5.47
C -6.92 -1.74 2.21
H -4.28 0.82 3.38
C 0.28 2.89 4.18
H -0.37 0.35 -4.56
C 2.65 0.57 0.94
C 1.63 3.54 -1.98
C 0.77 2.70 -4.48
C 6.93 -0.68 0.38
H 2.32 5.30 -3.00
H 2.83 2.78 3.37
C -1.08 1.36 2.79
C -3.52 -0.55 1.05
H 1.97 3.85 -1.00
H -5.34 1.32 0.47
O -0.48 -0.14 -2.63
H 4.50 1.59 1.65
H 5.19 -1.18 1.55
H -0.82 -6.92 -5.39
C 3.03 -2.21 -1.56
C 3.19 -0.26 -0.03
H -0.54 6.08 4.96
C 2.02 -2.97 -2.04
C -0.24 4.17 4.04
H 6.86 0.87 -2.63
C -0.56 -4.05 -2.81
C -3.26 0.91 3.03
H -0.06 -2.80 -4.48
C 4.66 -0.21 -0.29
Cl 1.66 4.91 -5.73
H 7.62 -1.09 1.10
C -3.00 -1.34 0.04
C 5.13 0.36 -1.47
C 1.00 2.32 -2.11
N 1.07 -1.33 -0.73
C 1.28 1.55 2.34
C -4.99 -0.61 1.33
H 8.46 -0.07 -0.99
C 7.39 -0.11 -0.80
C -5.79 0.47 0.96
C -5.56 -1.71 1.95
C 1.40 3.91 -4.35
C -7.16 0.44 1.21
C 0.80 -2.42 -1.54
N -1.67 -1.41 -0.33
C 3.44 1.46 1.74
C -0.13 5.09 5.07
H 4.43 0.77 -2.19
C 6.50 0.42 -1.72
C -0.74 -6.12 -4.67
C -0.13 0.63 -3.52
*
```

Löwdin atomic charges, in units of e: -0.0584 0.1093 0.1247 -0.2111 -0.0741 -0.0308 0.1285 0.1272 -0.1316 -0.0035 0.1262 0.1266 -0.0280 0.2699 0.1089 -0.0487 -0.0640 -0.0642 0.1085 1.7411 -0.0665 0.1249 -0.0331 -0.2564 -0.0735 0.0339 0.1270 0.1088 0.1076 0.0376 -0.2217 0.1083 0.1278 0.1078 -0.0652 -0.2980 -0.0327 0.0403 0.0404 0.1283 -0.0807 0.1262 -0.0658 0.1292 -0.2193 0.1476 -0.2274 0.0275 -0.0372 -0.0640 0.1181 0.1252 -0.2160 -0.1034 0.1310 0.1218 -0.0851 0.1249 0.1270 0.1081 0.0372 -0.0678 0.1086 0.0360 -0.0287 0.1084 -0.2143 0.0376 0.1187 -0.2219 0.7022 0.1093 -0.2460 -0.0272 -0.3065 -0.0092 -0.2137 -0.2242 0.1078 -0.0734 -0.0235 -0.0347 -0.6544 -0.0634 -0.2227 -0.0370 0.0334 -0.0653 0.1206 -0.0652 -0.0728 -0.1376

---

> Which of these has the lowest M?

C51H32Cl2N4O2Ta

---

> Which value of calculated total energy does entry 3 give?

-90059.2109 eV